A molecular structure, C26H48LuOP2. Source: the Open Molecules 2025 dataset; level of theory: ωB97M-V/def2-TZVPD.

XYZ file:
```
78
Properties=species:S:1:pos:R:3:mulliken_charge:R:1
Lu -1.179 0.359 -1.907 -0.492
P 1.987 2.468 1.448 1.044
P 1.312 -3.335 0.361 0.650
O 2.380 -0.196 3.828 -0.458
C 3.650 1.701 1.449 -1.222
C -3.661 1.321 -1.759 -1.094
C -3.068 0.832 -0.474 0.052
C -2.258 -0.546 1.175 0.936
C 2.300 3.901 0.345 -1.358
C 0.451 -0.759 5.339 -1.080
C 2.027 3.316 3.069 -1.359
C -1.151 1.187 2.717 -0.763
C 1.802 -0.211 -2.948 -0.871
C 2.907 -3.514 -0.538 -1.079
C -0.284 1.855 -3.898 -1.178
C -3.514 -1.733 -0.753 -0.946
C 1.599 -3.429 2.174 -0.948
C -2.029 3.086 0.295 -1.343
C 0.308 -4.793 -0.143 -1.247
C 0.915 -1.244 -3.665 -0.961
C -2.257 1.622 0.409 0.570
C -2.145 -1.715 2.081 -1.364
C -1.515 -0.587 -3.756 0.032
C 0.309 1.803 -2.487 0.575
C 1.296 -0.276 4.275 0.567
C -0.508 -1.338 -3.145 -0.263
C -2.950 -0.543 -0.063 0.086
C 1.028 0.702 -1.995 -0.378
C -1.869 0.774 1.479 0.509
C -1.210 0.725 -4.489 -1.220
H 2.254 -2.580 2.450 0.141
H 2.328 0.386 -3.721 0.326
H -4.580 1.922 -1.640 0.355
H -2.517 -1.018 -3.906 0.615
H 1.376 -2.235 -3.549 0.451
H -2.185 1.186 -4.728 0.437
H -0.495 -4.977 0.592 0.345
H -0.874 2.249 2.677 0.239
H -1.069 3.373 0.748 0.181
H 0.541 1.966 -4.627 0.529
H -0.162 -4.494 -1.101 0.256
H 0.607 -3.285 2.652 0.176
H -0.593 -0.510 5.064 0.218
H 2.038 -4.374 2.516 0.456
H 3.653 0.870 2.172 0.287
H -0.846 2.806 -3.954 0.407
H 0.874 -5.713 -0.322 0.420
H 3.356 -4.512 -0.497 0.424
H 2.508 3.550 -0.676 0.326
H 3.865 1.312 0.443 0.352
H 1.335 0.649 -0.931 0.379
H -1.998 3.427 -0.751 0.290
H -2.822 3.666 0.797 0.328
H 1.399 4.533 0.326 0.336
H -1.307 -1.599 2.782 -0.114
H -2.864 -2.098 -1.568 0.005
H -1.971 -2.646 1.524 0.297
H 3.156 4.469 0.739 0.475
H -3.919 0.483 -2.433 0.359
H 2.949 3.917 3.107 0.461
H -3.621 -2.567 -0.047 0.461
H 3.616 -2.764 -0.144 0.289
H -0.227 0.610 2.926 -0.391
H 4.387 2.469 1.729 0.397
H 0.696 -0.237 6.286 0.397
H 0.546 -1.859 5.440 0.315
H 0.918 -1.016 -4.743 0.278
H -3.053 -1.872 2.691 0.323
H -0.727 0.475 -5.449 0.475
H -4.499 -1.530 -1.195 0.309
H -0.736 -2.212 -2.515 0.343
H -1.803 1.062 3.598 0.502
H 1.134 3.959 3.138 0.347
H -2.957 2.013 -2.304 0.474
H 0.344 2.765 -1.941 0.523
H 2.008 2.568 3.878 0.226
H 2.570 -0.750 -2.359 0.399
H 2.692 -3.272 -1.599 0.178
```

**LUMO energy (spin up / spin down)**: -4.7 / -4.9 eV
**HOMO-LUMO gap (spin up / spin down)**: 4.17 / 4.85 eV
**E_tot**: -81973.1101 eV
**Relative energy (zero: lowest compared OMol25 entry of this formula, charge and spin)**: 530.8 kJ/mol
**HOMO (spin up / spin down)**: -8.86 / -9.77 eV
**Charge**: +1